1.
Formula: C10H13F3NO2SYb
Source: the OMol25 dataset
Level of theory: wB97M-V/def2-TZVPD

Calculated values
LUMO (alpha / beta): -8.31 / -9.86 eV

The geometry in ORCA input format:
```
! wB97M-V def2-TZVPD RIJCOSX def2/J DEFGRID3
* xyz 2 2
Yb 1.275 0.901 0.242
C -1.778 0.162 1.429
O -0.745 1.179 1.307
C -0.432 1.862 2.548
C 0.538 1.058 3.393
O 1.691 0.736 2.573
C 2.732 0.053 3.331
H -2.637 0.584 1.947
H -1.412 -0.712 1.968
H -2.078 -0.112 0.421
H -1.342 2.065 3.109
H 0.018 2.818 2.261
H 0.090 0.134 3.763
H 0.857 1.661 4.244
H 2.902 0.576 4.270
H 3.646 0.078 2.742
H 2.436 -0.975 3.532
F 0.480 0.873 -5.125
C -0.686 0.419 -4.647
F -1.305 -0.252 -5.614
F -1.447 1.473 -4.315
C -0.458 -0.480 -3.442
C -0.868 -1.800 -3.474
C -0.645 -2.616 -2.368
C -0.024 -2.078 -1.271
N 0.380 -0.792 -1.219
C 0.180 0.017 -2.298
S 0.760 1.684 -2.185
H -1.357 -2.183 -4.360
H -0.945 -3.653 -2.368
H 0.174 -2.681 -0.395
*
```

---

2.
Formula: C10H13F6NO4S2Sn
Source: the OMol25 dataset
Level of theory: wB97M-V/def2-TZVPD

Calculated values
LUMO (alpha / beta): -1.23 / -1.21 eV

The geometry in ORCA input format:
```
! wB97M-V def2-TZVPD RIJCOSX def2/J DEFGRID3
* xyz 0 1
C -0.161 2.617 1.221
C -2.747 0.663 0.085
C 0.125 2.322 -0.227
H -0.246 3.709 1.392
C -2.322 0.597 -1.191
H -3.166 -0.237 0.552
H 1.167 2.561 -0.495
H -2.430 -0.354 -1.724
C -0.845 2.747 -1.282
H -0.252 3.227 -2.077
H -1.494 3.540 -0.896
C -1.386 1.935 1.858
H -1.660 2.531 2.741
H -1.107 0.934 2.217
C -2.667 1.845 1.006
H -2.834 2.787 0.464
H -3.505 1.731 1.720
C -1.731 1.700 -2.005
H -2.498 2.292 -2.540
H -1.132 1.212 -2.786
Sn 0.707 -0.008 -0.016
H 0.733 2.262 1.778
F -1.682 -3.723 -0.702
C -0.389 -3.515 -1.043
F 0.068 -4.582 -1.718
F -0.369 -2.456 -1.888
S 0.647 -3.162 0.476
O -0.171 -2.304 1.322
O 1.191 -4.407 0.939
N 1.804 -2.175 -0.235
S 2.983 -1.629 0.786
O 3.000 -0.152 0.510
O 2.902 -2.052 2.144
C 4.508 -2.220 -0.113
F 4.745 -3.504 0.209
F 4.380 -2.097 -1.445
F 5.536 -1.450 0.317
*
```

---

3.
Formula: C10H13F6NO4S2Zn
Source: the OMol25 dataset
Level of theory: wB97M-V/def2-TZVPD

Calculated values
LUMO: 0.44 eV

The geometry in ORCA input format:
```
! wB97M-V def2-TZVPD RIJCOSX def2/J DEFGRID3
* xyz 0 1
C -1.122 -1.092 -3.245
C 1.744 -0.161 -4.082
C -1.536 0.169 -3.522
H -1.643 -1.677 -2.480
C 1.466 1.104 -3.776
H 2.714 -0.582 -3.778
H -2.473 0.525 -3.077
H 2.209 1.695 -3.221
C -1.004 1.094 -4.582
H -1.796 1.838 -4.756
H -0.842 0.576 -5.533
C -0.144 -1.907 -4.035
H -0.707 -2.560 -4.723
H 0.387 -2.577 -3.340
C 0.910 -1.138 -4.867
H 0.440 -0.688 -5.750
H 1.609 -1.900 -5.244
C 0.263 1.899 -4.204
H 0.518 2.526 -5.077
H 0.016 2.600 -3.392
Zn -0.796 0.169 -0.076
H -1.369 0.051 -1.470
F 1.422 -3.700 2.535
C 1.436 -2.481 3.126
F 1.399 -2.656 4.462
F 2.569 -1.826 2.802
S -0.069 -1.532 2.496
O 0.099 -1.454 1.019
O -1.220 -2.191 3.048
N 0.226 -0.042 3.105
S -0.374 1.114 2.171
O 0.509 1.481 1.040
O -1.747 0.779 1.711
C -0.408 2.604 3.324
F -0.861 2.278 4.545
F 0.834 3.118 3.430
F -1.222 3.543 2.801
*
```

---

4.
Formula: C10H13IN3O
Source: the OMol25 dataset
Level of theory: wB97M-V/def2-TZVPD

Calculated values
LUMO: -4.84 eV
SMILES: CCc1c2ccnc(OC)c2[n+](I)n1C

The geometry in ORCA input format:
```
! wB97M-V def2-TZVPD RIJCOSX def2/J DEFGRID3
* xyz 1 1
C -2.335 2.446 1.084
C -2.018 1.958 -0.358
C -0.805 1.045 -0.409
C -0.714 -0.403 -0.219
C -1.640 -1.399 -0.079
C -1.106 -2.673 0.106
N 0.162 -2.994 0.018
C 1.099 -2.083 -0.165
O 2.415 -2.317 -0.196
C 2.886 -3.696 -0.010
C 0.640 -0.773 -0.296
N 1.356 0.602 -0.483
I 3.397 0.824 0.025
N 0.432 1.531 -0.464
C 0.792 2.895 -0.398
H -1.658 3.317 1.375
H -1.954 1.596 1.784
H -3.472 2.549 1.222
H -1.759 2.819 -0.980
H -2.784 1.331 -0.881
H -2.679 -1.181 -0.025
H -1.691 -3.522 0.247
H 2.606 -3.983 0.952
H 3.907 -3.584 -0.040
H 2.475 -4.176 -0.782
H 0.193 3.538 -1.117
H 0.408 3.162 0.580
H 1.849 3.171 -0.491
*
```

---

5.
Formula: C10H13INO
Source: the OMol25 dataset
Level of theory: wB97M-V/def2-TZVPD

Calculated values
LUMO (alpha / beta): -3.11 / -6.59 eV

The geometry in ORCA input format:
```
! wB97M-V def2-TZVPD RIJCOSX def2/J DEFGRID3
* xyz 1 3
C -0.211 1.375 -1.419
C -0.687 1.695 0.922
C 0.921 2.126 -1.247
C 0.287 2.747 1.002
C -1.050 1.079 -0.295
C 1.134 2.872 -0.058
C -0.188 -2.000 -0.855
C 0.933 -1.730 0.133
C -1.204 -1.635 0.198
C -2.146 0.161 -0.453
N -0.078 -1.293 1.164
O 2.194 3.728 -0.237
I -3.918 0.307 0.668
H -0.643 0.944 -2.257
H -1.362 1.599 1.754
H 1.642 2.216 -2.126
H 0.489 3.352 1.807
H -0.005 -1.380 -1.641
H -0.060 -3.061 -1.174
H 1.461 -2.462 0.631
H 1.537 -0.944 -0.009
H -1.926 -2.240 0.448
H -2.187 -0.017 -1.545
H -0.270 -1.674 2.088
H -0.236 -0.241 1.462
H 2.581 3.932 0.582
*
```